[1]
A structure of composition C11H10Br3Cu2F3O12 at a distorted geometry, computed with ωB97M-V/def2-TZVPD.

Each line ends with the Mulliken charge.
Geometry (Å):
Cu  -0.657  -4.786  1.463  0.63
Cu  -0.747  -2.670  -2.357  0.60
C  -0.176  -2.600  0.175  1.05
O  0.109  -1.610  -0.558  -0.31
O  -0.581  -3.664  -0.424  -0.71
O  -0.050  -2.680  1.420  -0.23
C  1.174  2.044  -0.572  -0.18
C  0.640  1.812  -1.978  0.57
O  1.859  1.812  -2.692  -0.36
C  2.866  1.423  -1.895  0.61
O  3.939  1.105  -2.276  -0.47
O  2.471  1.440  -0.589  -0.30
F  -0.183  2.827  -2.307  -0.28
H  0.596  1.520  0.192  -0.03
H  1.159  3.105  -0.327  0.28
H  0.121  0.875  -2.191  0.12
C  -4.393  1.185  -1.589  -0.51
C  -3.478  1.473  -2.757  0.37
O  -2.653  0.289  -2.755  -0.38
C  -3.070  -0.591  -1.855  0.80
O  -2.554  -1.663  -1.658  -0.53
O  -4.138  -0.145  -1.192  -0.25
F  -2.810  2.632  -2.536  -0.24
H  -5.433  1.433  -1.845  0.29
H  -4.352  1.878  -0.742  0.31
H  -3.875  1.515  -3.771  0.29
C  3.190  -1.149  1.190  -0.02
C  2.498  -1.096  2.569  0.81
O  3.383  -0.211  3.325  -0.30
C  4.306  0.250  2.535  0.72
O  5.175  1.073  2.943  -0.06
O  4.193  -0.132  1.312  -0.20
F  2.517  -2.249  3.265  -0.25
H  2.477  -0.957  0.392  -0.03
H  3.524  -2.181  1.064  0.30
H  1.511  -0.634  2.495  -0.03
C  -1.655  -0.177  2.759  0.73
Br  -3.542  -0.602  2.346  -0.05
Br  -0.990  -1.120  4.339  -0.04
Br  -1.334  1.694  3.161  -0.01
H  -1.038  -0.467  1.922  -0.74

Summary:
⟨S²⟩ ... 2.014
Spin multiplicity ... 3
Charge ... +2
HOMO energy (spin up / spin down) ... -14.989 / -14.989 eV
Energy ... -343676.895 eV


[2]
A structure of composition C11H10BrF3O3STb at a distorted geometry, computed with ωB97M-V/def2-TZVPD.

Each line ends with the Mulliken charge.
Geometry (Å):
C  -0.969  1.784  -1.133  -0.44
C  0.439  2.027  -1.033  -0.57
C  1.116  0.993  -1.791  -0.51
H  0.910  2.778  -0.462  0.39
C  0.120  0.129  -2.362  -0.49
C  -1.174  0.594  -1.937  -0.68
H  -2.096  0.133  -2.163  0.50
H  -1.729  2.356  -0.674  0.65
H  2.161  0.852  -1.852  0.58
H  0.307  -0.736  -2.937  0.61
Tb  0.065  -0.046  -0.009  0.22
Br  2.289  0.544  1.080  -0.54
C  -0.539  -1.318  1.851  -0.43
C  -1.628  -1.385  0.903  -0.55
C  -2.189  -0.059  0.790  -0.57
H  -1.912  -2.234  0.342  0.45
C  -1.431  0.825  1.654  -0.56
C  -0.440  0.038  2.328  -0.51
H  0.285  0.401  3.004  0.61
H  0.120  -2.106  2.094  0.44
H  -2.986  0.217  0.159  0.62
H  -1.572  1.865  1.766  0.51
F  5.001  -3.058  -1.658  -0.20
C  4.294  -2.624  -0.589  0.51
F  4.276  -3.569  0.373  -0.21
F  4.805  -1.470  -0.121  -0.19
S  2.458  -2.337  -1.186  1.11
O  2.493  -1.413  -2.311  -0.69
O  2.025  -3.599  -1.701  -0.67
O  1.412  -1.917  0.029  -0.41

Summary:
⟨S²⟩ ... 12.046
Spin multiplicity ... 7
Charge ... -1
HOMO energy (spin up / spin down) ... -4.809 / -4.806 eV
Energy above the lowest of the compared OMol25 structures with the same formula, charge and spin ... 24.1 kcal/mol
Energy ... -129175.765 eV


[3]
A structure of composition C11H10ClF3Mn at a distorted geometry, computed with ωB97M-V/def2-TZVPD.

Each line ends with the Mulliken charge.
Geometry (Å):
C  2.306  -0.965  0.219  -0.47
C  2.150  -0.186  -0.948  -0.65
C  1.110  -0.768  -1.709  -0.88
H  2.701  0.707  -1.191  0.33
C  0.602  -1.875  -0.993  -0.59
C  1.360  -1.995  0.193  -0.61
H  1.162  -2.685  0.993  0.66
H  2.955  -0.732  1.043  0.46
H  0.753  -0.417  -2.661  0.61
H  -0.234  -2.493  -1.275  0.32
Mn  0.100  0.095  0.240  0.68
Cl  1.272  1.260  2.103  -0.60
C  -1.591  1.715  0.585  -0.64
C  -2.179  0.726  -0.232  -0.47
C  -1.518  0.738  -1.468  -0.55
H  -2.926  0.020  0.081  0.43
C  -0.529  1.752  -1.427  -0.89
C  -0.581  2.360  -0.165  -0.32
H  0.094  3.109  0.208  0.38
H  -1.801  1.878  1.627  0.41
H  -1.697  0.059  -2.285  0.44
H  0.177  1.982  -2.207  0.49
F  -1.724  -1.808  1.601  -0.29
C  -0.773  -0.899  2.025  0.22
F  -1.377  -0.006  2.886  -0.23
F  0.188  -1.571  2.756  -0.24

Summary:
⟨S²⟩ ... 8.759
Spin multiplicity ... 6
Charge ... -2
HOMO energy (spin up / spin down) ... 1.098 / -0.421 eV
Energy ... -63563.738 eV


[4]
A structure of composition C11H10ClIrNS at a distorted geometry, computed with ωB97M-V/def2-TZVPD.

Each line ends with the Mulliken charge.
Geometry (Å):
C  1.154  -2.180  1.835  -0.51
C  1.819  -2.862  0.750  -0.44
C  0.821  -3.253  -0.222  -0.46
H  2.864  -3.082  0.624  0.40
C  -0.467  -2.781  0.229  -0.50
C  -0.265  -2.103  1.506  -0.54
H  -1.048  -1.649  2.126  0.50
H  1.624  -1.706  2.705  0.39
H  1.000  -3.887  -1.083  0.36
H  -1.412  -3.014  -0.256  0.40
Ir  0.963  -1.086  0.062  0.66
Cl  2.302  0.618  0.169  -0.46
C  -0.872  3.291  -1.515  -0.55
C  -1.442  2.035  -1.248  -0.62
C  -0.471  1.091  -1.502  -0.11
H  -2.490  1.807  -0.902  0.43
C  0.737  1.733  -1.861  -0.35
C  0.488  3.115  -1.963  -0.72
H  1.256  3.901  -2.173  0.31
H  -1.446  4.171  -1.642  0.44
H  -0.635  -0.029  -1.427  0.57
H  1.718  1.250  -2.076  0.54
S  -2.253  0.671  1.434  -0.45
C  -2.060  1.641  2.732  0.34
N  -1.885  2.307  3.700  -0.63

Summary:
⟨S²⟩ ... 6.028
Spin multiplicity ... 5
Charge ... -1
HOMO energy (spin up / spin down) ... -3.608 / -3.890 eV
Energy above the lowest of the compared OMol25 structures with the same formula, charge and spin ... 17.9 kcal/mol
Energy ... -39251.398 eV